Entry 1:
Below is a structure of composition C55H55BrN4O2SSbSiTi in a non-equilibrium geometry, with properties calculated with ωB97M-V/def2-TZVPD.

Each line ends with the natural charge from an NBO analysis.
Positions of all 121 atoms, in Å:
Ti -0.16 0.16 -0.81  1.810
Br -1.21 -1.62 -8.65  0.006
C -2.68 -1.53 -7.45  -0.124
C -3.52 -2.62 -7.31  -0.237
C -4.59 -2.54 -6.42  -0.260
C -4.81 -1.40 -5.64  0.191
C -3.94 -0.31 -5.81  -0.278
C -2.89 -0.38 -6.71  -0.224
N -5.96 -1.40 -4.84  -0.341
N -6.04 -0.63 -3.78  -0.253
C -4.97 -0.29 -3.01  0.070
C -5.08 0.91 -2.27  -0.229
C -4.04 1.44 -1.53  -0.255
C -2.83 0.76 -1.45  0.274
O -1.74 1.19 -0.75  -0.797
C -2.71 -0.48 -2.06  0.072
N -1.51 -1.12 -1.83  -0.560
C -1.36 -2.37 -2.28  0.096
C -2.37 -3.04 -2.93  -0.307
C -3.57 -2.39 -3.20  -0.130
C -3.76 -1.07 -2.81  -0.045
H -3.36 -3.51 -7.89  0.216
H -5.27 -3.37 -6.31  0.217
H -4.10 0.59 -5.24  0.225
H -2.23 0.47 -6.83  0.218
H -6.02 1.45 -2.36  0.217
H -4.15 2.38 -1.01  0.213
H -0.40 -2.83 -2.08  0.212
H -2.21 -4.07 -3.24  0.220
H -4.36 -2.92 -3.71  0.233
C 1.22 -1.47 -0.40  -1.448
Si 0.90 -2.45 1.10  1.713
C -0.14 -1.34 2.20  -0.711
N -1.17 -0.58 1.44  -0.492
C -2.39 -1.42 1.21  -0.224
C -3.62 -0.98 2.01  -0.407
C -3.24 -0.74 3.46  -0.408
C -2.17 0.37 3.55  -0.419
C -1.54 0.64 2.18  -0.238
C 0.12 -4.13 0.73  -0.480
C -0.84 -4.74 1.53  -0.140
C -1.39 -5.97 1.20  -0.238
C -0.96 -6.64 0.06  -0.216
C 0.02 -6.07 -0.74  -0.210
C 0.55 -4.83 -0.41  -0.200
C 2.45 -2.78 2.12  -0.398
C 3.19 -1.67 2.58  -0.230
C 4.36 -1.83 3.29  -0.209
C 4.84 -3.11 3.57  -0.221
C 4.13 -4.22 3.13  -0.229
C 2.95 -4.05 2.41  -0.215
H 1.46 -2.05 -1.30  0.240
H 2.10 -0.84 -0.20  0.272
H 0.57 -0.60 2.58  0.248
H -0.56 -1.84 3.08  0.200
H -2.15 -2.45 1.49  0.198
H -2.64 -1.44 0.15  0.221
H -4.37 -1.76 1.92  0.215
H -4.05 -0.08 1.57  0.207
H -2.85 -1.67 3.89  0.190
H -4.12 -0.47 4.05  0.206
H -1.39 0.09 4.27  0.197
H -2.60 1.30 3.90  0.211
H -0.64 1.24 2.28  0.225
H -2.22 1.21 1.55  0.226
H -1.18 -4.25 2.44  0.196
H -2.15 -6.41 1.83  0.207
H -1.39 -7.59 -0.21  0.208
H 0.37 -6.58 -1.63  0.207
H 1.32 -4.40 -1.04  0.212
H 2.83 -0.66 2.37  0.226
H 4.90 -0.96 3.64  0.216
H 5.76 -3.24 4.13  0.202
H 4.49 -5.21 3.34  0.202
H 2.40 -4.93 2.08  0.208
C 0.16 0.96 -4.60  -0.618
C 0.89 1.50 -3.39  0.107
C 2.39 1.55 -3.55  -0.616
O 0.59 0.67 -2.28  -0.737
H 0.35 1.59 -5.47  0.208
H -0.92 0.93 -4.42  0.225
H 0.49 -0.06 -4.83  0.213
H 0.51 2.50 -3.16  0.174
H 2.78 0.55 -3.77  0.206
H 2.85 1.91 -2.63  0.232
H 2.66 2.22 -4.37  0.204
S 1.35 1.66 0.49  -0.802
Sb 1.89 3.17 2.16  1.403
C 3.72 3.85 1.31  -0.285
C 3.89 5.18 0.93  -0.250
C 5.06 5.58 0.29  -0.218
C 6.06 4.65 0.02  -0.218
C 5.88 3.32 0.38  -0.208
C 4.72 2.92 1.02  -0.243
C 0.56 4.87 1.59  -0.338
C 0.63 6.09 2.27  -0.254
C -0.40 7.01 2.18  -0.221
C -1.54 6.71 1.44  -0.232
C -1.63 5.49 0.78  -0.216
C -0.59 4.57 0.86  -0.177
C 2.82 1.76 3.68  -0.323
C 4.12 1.87 4.16  -0.205
C 4.53 1.16 5.28  -0.240
C 3.64 0.32 5.94  -0.228
C 2.33 0.22 5.48  -0.199
C 1.92 0.95 4.37  -0.255
H 3.11 5.90 1.11  0.218
H 5.19 6.61 0.00  0.207
H 6.96 4.96 -0.48  0.206
H 6.65 2.59 0.15  0.209
H 4.57 1.87 1.26  0.226
H 1.51 6.33 2.87  0.200
H -0.33 7.96 2.70  0.203
H -2.35 7.42 1.38  0.205
H -2.52 5.25 0.21  0.209
H -0.67 3.61 0.35  0.227
H 4.84 2.51 3.66  0.205
H 5.55 1.25 5.64  0.206
H 3.95 -0.23 6.81  0.208
H 1.63 -0.43 5.99  0.208
H 0.89 0.87 4.03  0.207

The calculation puts the LUMO energy (alpha / beta) at 2.14 / 1.57 eV. The value obtained for the energy relative to the best compared isomer or geometry (same formula, charge and spin) is 0.0 kJ/mol. For the calculated total energy, the calculation gives -186393.50765 eV. Its spin multiplicity is 3. As for the net charge: -1. As for the HOMO energy (alpha / beta): -0.1109 / -0.1586 Eh.

---

Entry 2:
Below is the molecule C7H13NO, with properties calculated with ωB97M-V/def2-TZVPD.

Each line ends with the natural charge from an NBO analysis.
Positions of all 22 atoms, in Å:
C 1.02 -0.54 0.63  -0.544
C -0.80 -1.88 -0.46  -0.632
C -0.58 1.87 0.59  -0.653
C -2.54 0.64 -0.40  -0.636
C 2.03 -0.10 -0.43  0.683
C -0.39 -0.55 0.09  0.000
C -1.13 0.56 0.09  0.040
N 3.32 -0.29 -0.04  -0.831
O 1.75 0.37 -1.50  -0.608
H 4.06 -0.01 -0.66  0.402
H 3.56 -0.66 0.86  0.390
H 1.29 -1.55 0.96  0.223
H 1.12 0.13 1.48  0.235
H -0.04 -2.22 -1.16  0.216
H -0.88 -2.62 0.35  0.207
H -1.75 -1.84 -0.98  0.215
H -1.28 2.68 0.38  0.214
H -0.42 1.85 1.67  0.212
H -3.00 -0.33 -0.53  0.210
H -3.15 1.21 0.30  0.210
H -2.57 1.17 -1.36  0.219
H 0.37 2.10 0.11  0.227

The calculation puts the LUMO energy at 0.86 eV. The value obtained for the energy relative to the best compared isomer or geometry (same formula, charge and spin) is 0.0 kJ/mol. For the calculated total energy, the calculation gives -11007.75292 eV. As for the structure (SMILES): CC(C)=C(C)CC(N)=O. As for the HOMO energy: -0.3138 Eh.

---

Entry 3:
Below is a structure of composition AlN2O6 in a non-equilibrium geometry, with properties calculated with ωB97M-V/def2-TZVPD.

Each line ends with the natural charge from an NBO analysis.
Positions of all 9 atoms, in Å:
Al 0.02 -0.44 0.02  0.995
N -3.87 -2.69 -0.22  0.715
O -2.89 -3.16 -0.62  -0.261
O -3.83 -1.45 -0.09  -0.279
O -4.86 -3.28 0.08  -0.214
N 3.91 2.73 0.13  0.696
O 4.55 2.86 1.15  -0.155
O 3.51 1.61 -0.17  -0.305
O 3.45 3.81 -0.27  -0.193

The calculation puts the LUMO energy at -10.96 eV. The value obtained for the energy relative to the best compared isomer or geometry (same formula, charge and spin) is 588.7 kJ/mol. For the calculated total energy, the calculation gives -21838.20891 eV. As for the net charge: +1. As for the HOMO energy: -0.4587 Eh.

---

Entry 4:
Below is a structure of composition C51H45BrN6O2STeTi in a non-equilibrium geometry, with properties calculated with ωB97M-V/def2-TZVPD.

Each line ends with the Mulliken charge.
Positions of all 108 atoms, in Å:
Ti -0.96 1.38 0.48  -1.556
O -0.65 -2.38 2.23  -0.688
C -1.46 -3.14 1.44  0.638
C -1.56 -4.50 1.70  -0.797
C -2.35 -5.30 0.90  -0.489
C -3.05 -4.76 -0.17  -1.064
C -2.95 -3.40 -0.42  -0.118
C -2.18 -2.57 0.38  0.519
C -2.15 -1.09 0.10  0.050
O -0.89 -0.50 0.45  1.167
N -3.19 -0.39 0.81  -0.485
N -2.78 0.96 1.03  0.481
C -3.75 1.55 1.87  -0.488
C -4.24 2.75 1.75  -0.520
Br -1.08 3.51 1.79  -0.570
C -4.66 3.99 1.63  -0.650
C -5.79 4.41 0.78  1.069
C -6.37 5.66 0.98  -0.533
C -7.42 6.09 0.19  -0.496
C -7.91 5.27 -0.82  -0.412
C -7.33 4.02 -1.03  -0.707
C -6.28 3.60 -0.24  -0.227
H -0.56 -1.53 1.75  -0.039
H -0.99 -4.91 2.53  0.466
H -2.42 -6.36 1.11  0.414
H -3.66 -5.39 -0.81  0.449
H -3.48 -2.96 -1.26  0.503
H -2.28 -0.94 -0.98  -0.225
H -3.39 -0.84 1.71  0.509
H -4.12 0.91 2.67  0.396
H -4.11 4.76 2.16  0.296
H -5.98 6.31 1.76  0.375
H -7.87 7.06 0.36  0.368
H -8.73 5.60 -1.44  0.380
H -7.71 3.38 -1.82  0.384
H -5.83 2.62 -0.41  0.391
C 2.91 -2.69 1.42  -1.684
C 3.98 -2.29 0.41  2.703
C 4.26 -3.50 -0.50  -1.911
C 5.26 -1.91 1.18  -1.952
C 3.55 -1.10 -0.45  0.629
C 4.40 -0.65 -1.48  -0.141
C 4.02 0.36 -2.35  -1.339
C 2.78 0.95 -2.17  1.396
S 1.97 2.14 -3.15  -0.452
C 0.59 2.03 -2.11  0.885
N 0.73 1.23 -1.09  1.640
C 1.95 0.56 -1.12  -2.733
C 2.33 -0.49 -0.28  0.662
C -0.67 2.72 -2.29  0.459
C -0.93 3.54 -3.38  -1.090
C -2.18 4.14 -3.49  -0.989
C -3.13 3.91 -2.50  -0.689
C -2.84 3.09 -1.41  0.527
C -1.60 2.47 -1.27  0.724
H 3.26 -3.55 2.00  0.561
H 1.98 -2.99 0.93  0.102
H 2.68 -1.88 2.11  0.112
H 4.58 -4.35 0.11  0.497
H 5.05 -3.29 -1.22  0.338
H 3.37 -3.78 -1.05  0.315
H 5.57 -2.74 1.82  0.491
H 5.08 -1.04 1.81  0.330
H 6.08 -1.69 0.51  0.341
H 5.36 -1.12 -1.62  0.452
H 4.68 0.66 -3.15  0.432
H 1.62 -0.82 0.47  -0.658
H -0.19 3.71 -4.15  0.425
H -2.41 4.78 -4.33  0.401
H -4.11 4.37 -2.58  0.529
H -3.61 2.94 -0.66  -0.259
N 8.90 4.58 3.63  -0.497
C 7.87 4.10 3.48  0.005
C 6.58 3.50 3.30  0.463
C 6.30 2.25 3.85  -1.080
C 5.07 1.66 3.66  -0.300
C 4.09 2.32 2.93  1.367
C 4.35 3.57 2.39  -0.375
C 5.59 4.16 2.57  -0.961
N 2.83 1.71 2.73  0.460
C 2.26 0.69 3.48  -0.525
C 1.08 0.41 2.90  -1.769
N 0.90 1.22 1.80  1.057
C 1.95 1.99 1.74  -0.985
H 7.07 1.73 4.42  0.438
H 4.88 0.68 4.07  0.229
H 3.59 4.12 1.84  0.523
H 5.80 5.13 2.15  0.449
H 2.73 0.29 4.36  0.567
H 0.35 -0.32 3.21  0.823
H 2.12 2.74 0.98  0.298
C -1.54 -2.93 -4.22  -1.465
Te -0.52 -1.19 -3.47  0.103
C 0.39 -2.52 -2.07  0.503
C -0.15 -3.90 -2.36  0.235
C 0.27 -4.99 -1.60  -0.214
C -0.22 -6.26 -1.85  -0.887
C -1.13 -6.45 -2.87  -0.653
C -1.55 -5.38 -3.63  -0.812
C -1.07 -4.09 -3.39  0.895
H -1.31 -3.07 -5.27  0.556
H -2.62 -2.78 -4.12  0.433
H 0.13 -2.20 -1.06  -0.832
H 1.47 -2.48 -2.18  0.445
H 0.97 -4.83 -0.79  0.346
H 0.11 -7.09 -1.24  0.460
H -1.52 -7.44 -3.07  0.401
H -2.27 -5.53 -4.43  0.451

The calculation puts the LUMO energy at -0.53 eV. The value obtained for the energy relative to the best compared isomer or geometry (same formula, charge and spin) is 0.0 kJ/mol. For the calculated total energy, the calculation gives -177941.46368 eV. As for the HOMO energy: -0.2738 Eh.